Record 1
{"formula": "C23H50HfN5OP2", "method": "ωB97M-V with the def2-TZVPD basis set", "symbols": ["Hf", "P", "P", "N", "C", "H", "H", "C", "H", "H", "C", "H", "H", "C", "H", "H", "C", "C", "H", "H", "H", "C", "C", "H", "H", "H", "C", "C", "H", "H", "H", "C", "C", "H", "H", "H", "C", "O", "C", "H", "H", "H", "C", "H", "H", "H", "C", "H", "H", "H", "C", "H", "H", "H", "H", "H", "H", "H", "H", "H", "C", "N", "C", "N", "C", "N", "C", "N", "C", "C", "H", "H", "H", "H", "H", "H", "H", "H", "H", "H", "H", "H"], "positions_angstrom": [[-0.01674, 0.27595, -0.45111], [0.32481, -1.66187, -2.03881], [0.56080, 2.68979, -0.30587], [0.68700, 1.11012, -2.84898], [1.23743, -1.21612, -3.56343], [2.08667, -1.90029, -3.72936], [0.58447, -1.33174, -4.44534], [1.72318, 0.23644, -3.49679], [2.67413, 0.33728, -2.95535], [1.89885, 0.61283, -4.52065], [0.98033, 2.58837, -3.03507], [0.04135, 3.09103, -3.33080], [1.68011, 2.70359, -3.87787], [1.55644, 3.18586, -1.74284], [1.63384, 4.28347, -1.81803], [2.57840, 2.79745, -1.59910], [1.38860, 3.26952, 1.25599], [2.18364, 2.14172, 1.91647], [3.11511, 1.89098, 1.40303], [1.59809, 1.21403, 1.94903], [2.39786, 2.36786, 2.96752], [-1.04555, 3.64618, -0.48752], [-2.11864, 3.18969, 0.51993], [-3.09802, 3.07636, 0.03598], [-2.23044, 3.90008, 1.35146], [-1.92122, 2.19599, 0.96024], [-1.29450, -2.38856, -2.64314], [-2.00413, -3.20782, -1.56423], [-3.07886, -3.27349, -1.78327], [-1.95834, -2.76335, -0.56422], [-1.61847, -4.23112, -1.49332], [1.30323, -3.07123, -1.32876], [0.84463, -3.47550, 0.06637], [1.63110, -4.03805, 0.59059], [-0.07039, -4.08352, 0.07254], [0.65535, -2.59244, 0.68026], [2.10537, -0.08789, -0.24605], [3.26007, -0.26074, -0.09472], [-0.78105, 5.16516, -0.48304], [0.24218, 5.45043, -0.21504], [-0.97450, 5.58120, -1.47526], [-1.46069, 5.67262, 0.20789], [-1.12183, -3.14453, -3.97074], [-1.70317, -4.07140, -3.97246], [-1.46726, -2.54494, -4.82054], [-0.08798, -3.42630, -4.19168], [1.36493, -4.27446, -2.25512], [2.00162, -5.03209, -1.78919], [0.37973, -4.72452, -2.39962], [1.80044, -4.03113, -3.22543], [0.36717, 3.84040, 2.23390], [-0.40547, 3.10487, 2.47212], [0.84736, 4.08487, 3.18555], [-0.13720, 4.73603, 1.86618], [2.07821, 4.04653, 0.90507], [2.30205, -2.62480, -1.23738], [-1.40124, 3.35627, -1.48390], [-1.89581, -1.48136, -2.81539], [-0.17385, 0.96396, -3.37915], [-1.48261, 0.67913, -1.31828], [-0.82118, 0.63474, 2.83093], [-0.30533, -0.34049, 1.81357], [-1.46201, -1.26853, 1.51529], [-1.97785, -1.95593, 2.70995], [-2.42679, -0.91516, 3.69815], [-1.31864, -0.01316, 4.03931], [-0.25612, -0.83894, 4.67689], [0.25410, -1.82795, 3.71964], [0.76602, -1.05762, 2.56847], [-0.86069, -2.70830, 3.31340], [-0.01057, 1.30612, 3.12936], [-1.63783, 1.19849, 2.38219], [-1.17169, -2.06667, 0.84206], [-2.27570, -0.65658, 1.07447], [-2.75986, -1.43961, 4.60374], [-3.23255, -0.32490, 3.26145], [0.58004, -0.19500, 4.96177], [-0.66929, -1.37858, 5.53626], [1.32895, -1.74541, 1.92824], [1.45104, -0.31015, 2.96906], [-1.24357, -3.20498, 4.21528], [-0.51702, -3.43815, 2.56724]], "charge": 3, "e_homo_ev": -17.19, "lumo_energy_ha": -0.431, "fmax_ha_per_bohr": 0.1971}

Record 2
{"formula": "C30H40CoN3P2S2", "method": "ωB97M-V with the def2-TZVPD basis set", "symbols": ["Co", "C", "C", "C", "P", "C", "C", "C", "C", "C", "C", "C", "C", "C", "C", "N", "C", "C", "C", "C", "C", "C", "C", "P", "C", "C", "C", "C", "C", "C", "H", "H", "H", "H", "H", "H", "H", "H", "H", "H", "H", "H", "H", "H", "H", "H", "H", "H", "H", "H", "H", "H", "H", "H", "H", "H", "H", "H", "H", "H", "H", "H", "H", "H", "H", "H", "H", "H", "H", "H", "S", "C", "S", "C", "C", "N", "C", "N"], "positions_angstrom": [[0.01068, -0.64894, 0.86797], [2.27516, 1.43480, -1.92496], [2.77817, 0.05593, -1.49427], [2.18448, -1.01953, -2.40514], [2.34406, -0.30441, 0.27679], [3.80112, -1.23807, 0.91734], [4.06371, -2.49348, 0.08581], [3.61750, -1.59535, 2.39154], [2.39474, 1.29298, 1.13638], [3.53385, 1.84702, 1.71355], [3.48616, 3.03160, 2.43117], [4.72697, 3.64116, 3.02751], [2.23962, 3.63782, 2.58339], [1.09744, 3.11058, 2.01241], [1.15109, 1.93939, 1.24507], [0.03655, 1.31811, 0.68013], [-1.04696, 2.03939, 0.20550], [-0.98790, 3.39285, -0.17740], [-2.10577, 4.05744, -0.64202], [-3.34434, 3.42793, -0.76693], [-4.55814, 4.16330, -1.27214], [-3.39484, 2.08132, -0.44693], [-2.27944, 1.38310, 0.00893], [-2.30665, -0.40611, 0.28782], [-3.02583, -0.99437, -1.31469], [-1.98393, -0.77169, -2.40989], [-3.50160, -2.44425, -1.28799], [-3.57418, -0.72028, 1.59526], [-3.37792, 0.28454, 2.73260], [-3.45629, -2.14950, 2.13106], [2.51345, 1.60245, -2.97725], [2.72831, 2.23264, -1.33794], [1.19144, 1.50360, -1.80290], [3.87080, 0.03333, -1.56856], [1.09474, -0.95944, -2.37680], [2.48113, -2.03060, -2.12205], [2.49316, -0.85438, -3.43950], [4.66794, -0.57767, 0.81018], [3.18683, -3.14572, 0.07085], [4.88428, -3.06047, 0.52880], [4.34267, -2.25561, -0.94133], [2.83745, -2.34948, 2.51530], [3.34025, -0.73056, 2.99305], [4.54705, -2.00884, 2.78803], [4.48744, 1.34153, 1.61331], [5.53152, 2.90925, 3.09396], [4.53461, 4.02419, 4.03010], [5.08460, 4.47612, 2.42112], [2.15866, 4.54147, 3.17742], [0.14319, 3.59038, 2.18147], [-0.04734, 3.92175, -0.11587], [-2.01312, 5.10215, -0.91877], [-4.48575, 5.22978, -1.06042], [-5.46918, 3.78754, -0.80572], [-4.66979, 4.04776, -2.35263], [-4.33892, 1.55403, -0.55494], [-3.88458, -0.35001, -1.52392], [-1.12400, -1.42598, -2.25299], [-1.62922, 0.26059, -2.42549], [-2.40383, -1.00414, -3.39040], [-2.69992, -3.12418, -0.99023], [-3.83483, -2.74089, -2.28451], [-4.33563, -2.58652, -0.60203], [-4.56124, -0.57573, 1.14157], [-2.36139, 0.21484, 3.12951], [-4.07069, 0.05831, 3.54494], [-3.54667, 1.30994, 2.40698], [-2.49544, -2.28105, 2.63333], [-3.53698, -2.90650, 1.35148], [-4.24490, -2.34307, 2.86026], [0.16127, -1.43713, 2.83712], [-0.11373, -4.16905, 0.76898], [0.24969, -3.39457, -0.49648], [-0.41095, -4.83641, 1.87618], [0.59391, -4.96763, 2.89016], [1.41516, -5.10268, 3.68164], [-1.71736, -5.39162, 2.05413], [-2.76543, -5.84154, 2.19179]], "e_above_lowest_kcal_mol": 49.35, "e_homo_ev": [-6.94, -7.03], "lumo_energy_ha": [-0.060, -0.060], "fmax_ha_per_bohr": 0.0040, "spin_multiplicity": 5}

Record 3
{"formula": "C29H38HgN4O2P2", "method": "ωB97M-V with the def2-TZVPD basis set", "symbols": ["Hg", "C", "C", "C", "C", "C", "C", "C", "C", "C", "H", "H", "H", "H", "H", "H", "H", "H", "H", "H", "H", "H", "H", "H", "H", "P", "P", "N", "N", "N", "N", "C", "C", "C", "C", "C", "C", "C", "C", "C", "C", "C", "C", "C", "C", "C", "C", "C", "C", "H", "H", "H", "H", "H", "H", "H", "H", "H", "H", "H", "H", "H", "H", "H", "H", "H", "H", "H", "H", "C", "O", "C", "O", "H", "H", "H"], "positions_angstrom": [[4.56283, 0.68283, -1.52047], [6.77238, 1.16614, -0.26257], [6.33344, 1.69064, 0.91403], [5.91170, 3.06312, 1.23728], [5.57741, 3.93040, 0.00720], [4.74730, 3.21009, -1.02517], [5.17605, 2.72139, -2.26050], [6.53352, 2.09698, -2.59998], [7.45398, 1.94588, -1.36613], [2.58554, -0.11907, -1.96840], [7.01262, 0.09243, -0.27854], [6.39903, 1.09537, 1.81458], [6.69205, 3.56438, 1.83175], [5.03396, 3.00807, 1.89681], [4.99906, 4.81879, 0.35458], [6.50193, 4.35130, -0.44629], [3.68493, 3.47418, -0.95098], [4.70063, 3.14334, -3.14753], [6.94284, 2.70749, -3.42188], [6.41226, 1.06023, -3.01798], [8.34861, 1.37231, -1.66469], [7.78605, 2.94916, -1.07103], [2.35965, -1.20038, -1.89444], [2.45876, 0.12923, -3.03853], [1.89996, 0.41957, -1.27957], [0.80703, 2.52554, -0.11632], [1.69770, -0.26119, 1.99106], [1.44639, 3.70368, -1.56475], [-0.36962, 3.67598, 0.28108], [3.28418, -0.82270, 1.36006], [1.83362, -1.10676, 3.53216], [2.04834, 2.68493, 1.23918], [1.97075, 1.57009, 2.35472], [1.65513, 3.21441, -2.86130], [2.22132, 4.18104, -3.67676], [2.32870, 5.36337, -2.88706], [1.80382, 5.05807, -1.63170], [-1.53280, 3.78846, -0.51533], [-2.36368, 4.70991, 0.08540], [-1.68873, 5.23111, 1.24090], [-0.45263, 4.61325, 1.31661], [3.60538, -1.49187, 0.18065], [4.97109, -1.74455, 0.15692], [5.51878, -1.19678, 1.35187], [4.48528, -0.54249, 2.01208], [2.89841, -1.60848, 4.28402], [2.44088, -2.01995, 5.54571], [1.02698, -1.75258, 5.57011], [0.67882, -1.18300, 4.33401], [1.96698, 3.68184, 1.71424], [3.06034, 2.61650, 0.80853], [2.88431, 1.56039, 2.97520], [1.17087, 1.84987, 3.05839], [1.36797, 2.19737, -3.12996], [2.50750, 4.05361, -4.74031], [2.75169, 6.32992, -3.20413], [1.67475, 5.72024, -0.77742], [-1.65045, 3.14995, -1.38639], [-3.36010, 4.95485, -0.25967], [-2.09855, 5.94909, 1.93680], [0.36362, 4.70872, 2.02027], [2.85985, -1.92576, -0.45520], [5.46878, -2.26838, -0.63282], [6.55083, -1.27283, 1.65960], [4.51641, 0.12886, 2.87338], [3.89607, -1.63206, 3.91329], [3.00664, -2.49188, 6.33163], [0.33619, -1.97032, 6.37125], [-0.26530, -0.81038, 3.97601], [-1.22689, -0.21116, 0.96113], [-0.41076, -1.32616, 0.45795], [0.70580, -1.64138, 1.18587], [1.08917, -2.80119, 1.31083], [-1.94643, -0.59300, 1.71394], [-1.69779, 0.24320, 0.08059], [-0.60180, 0.57116, 1.44483]], "e_above_lowest_kcal_mol": 158.71, "e_homo_ev": [-3.79, -3.79], "lumo_energy_ha": [-0.037, -0.037], "fmax_ha_per_bohr": 0.0810}